193
Properties=species:S:1:pos:R:3 method="wB97M-V/def2-TZVPD" lumo_ev=0.051 de_lowest_kcal_mol=184.4 spin_multiplicity=1 orbital_gap_ev=8.465
C -1.6669 8.0843 -3.3378
C -2.3526 8.1248 -1.9114
C -1.8104 7.1025 -0.9389
O -1.9107 5.8399 -1.6726
C -1.9397 4.6480 -0.8988
N -2.1626 9.4747 -1.3708
H -0.5909 8.1975 -3.2055
H -1.9750 8.8886 -4.0059
H -1.8279 7.1799 -3.9245
H -3.4192 8.0217 -2.1111
H -2.4798 7.1626 -0.0808
H -0.7972 7.2808 -0.5787
H -1.5009 3.8659 -1.5183
H -2.9095 4.2732 -0.5717
H -1.2794 4.9107 -0.0723
H -1.1994 9.6799 -1.1466
H -2.4053 10.1861 -2.0454
C -4.6342 0.4766 -0.4940
C -5.7052 -0.0753 0.3697
C -6.6232 -1.1512 -0.0929
O -7.7193 -1.4303 0.8168
C -8.7409 -2.3004 0.3491
N -5.0994 -0.5009 1.5847
H -5.1100 1.0195 -1.3107
H -4.0248 -0.3134 -0.9328
H -4.0454 1.2502 -0.0013
H -6.2903 0.8262 0.5516
H -6.1323 -2.1084 -0.2692
H -7.0268 -0.7635 -1.0283
H -9.0522 -1.9346 -0.6294
H -9.4901 -2.2172 1.1364
H -8.4966 -3.3490 0.1791
H -5.7905 -1.0239 2.1033
H -5.0127 0.2646 2.2378
C -0.8768 3.9729 -4.3489
C -2.2895 4.1022 -4.8013
C -2.7353 3.0548 -5.8682
O -1.9376 3.2822 -7.0117
C -2.1194 2.4854 -8.1823
N -3.0363 3.9702 -3.5848
H -0.6271 4.9633 -3.9684
H -0.1534 3.8067 -5.1470
H -0.7464 3.2610 -3.5337
H -2.4015 5.1373 -5.1241
H -3.7732 3.2673 -6.1248
H -2.6718 2.0558 -5.4370
H -3.1911 2.3683 -8.3436
H -1.7491 1.4886 -7.9424
H -1.5167 2.9939 -8.9347
H -2.8172 3.0818 -3.1572
H -2.7895 4.6771 -2.9070
C 4.8820 -2.6447 -5.2021
C 4.0655 -2.5094 -3.9446
C 2.6340 -2.9429 -4.0190
O 1.9081 -2.6992 -2.7666
C 0.5406 -3.1400 -2.8796
N 4.7072 -3.2857 -2.8907
H 4.5827 -3.4727 -5.8447
H 5.9626 -2.7472 -5.1026
H 4.7368 -1.7657 -5.8301
H 4.1817 -1.5118 -3.5211
H 2.5702 -3.9511 -4.4283
H 2.0368 -2.3981 -4.7503
H 0.0350 -2.7644 -3.7692
H -0.1197 -2.8676 -2.0562
H 0.6331 -4.1681 -3.2295
H 3.9332 -3.1747 -2.2515
H 4.5717 -4.2723 -3.0592
C 3.4586 -4.3474 0.5207
C 2.5134 -5.0926 -0.3907
C 3.1737 -6.2537 -1.3040
O 3.7504 -5.7986 -2.5584
C 4.6473 -6.7599 -3.1911
N 1.3402 -5.5776 0.4051
H 2.9485 -3.6187 1.1508
H 4.2618 -3.8376 -0.0114
H 3.8667 -5.1071 1.1873
H 2.0939 -4.3510 -1.0704
H 2.4596 -7.0582 -1.4802
H 3.8841 -6.8469 -0.7283
H 4.1903 -7.7274 -3.3991
H 5.3750 -7.1702 -2.4910
H 5.1474 -6.3506 -4.0689
H 0.5363 -5.9575 -0.0740
H 0.9683 -4.8407 0.9872
C -2.3335 -0.3651 4.5987
C -3.1606 0.8095 4.8677
C -3.7032 0.8124 6.3059
O -4.5007 1.9801 6.4855
C -5.8914 1.8453 6.1428
N -2.3773 2.0469 4.5556
H -1.3441 -0.2760 5.0474
H -2.0262 -0.3693 3.5529
H -2.8317 -1.3195 4.7693
H -3.9608 0.9321 4.1377
H -2.9047 0.6472 7.0292
H -4.2699 -0.0697 6.6039
H -6.2630 0.9722 6.6793
H -5.9976 1.6148 5.0828
H -6.4338 2.7324 6.4698
H -2.9037 2.9089 4.5620
H -1.8580 2.1830 5.4111
C 6.4349 3.9614 0.5693
C 5.1244 4.4834 0.1034
C 4.2852 3.6208 -0.9370
O 2.9852 4.2537 -1.2963
C 2.1573 3.2216 -1.8737
N 4.4253 4.7979 1.3471
H 7.1685 3.7311 -0.2033
H 6.3489 3.0645 1.1827
H 6.7726 4.6578 1.3368
H 5.3309 5.4054 -0.4401
H 4.1978 2.6725 -0.4065
H 4.8246 3.5540 -1.8818
H 2.5846 2.7269 -2.7460
H 1.1951 3.6282 -2.1850
H 1.8337 2.5111 -1.1131
H 3.9465 3.9240 1.5115
H 3.7082 5.4589 1.0846
C 0.0242 -6.4948 4.0296
C -0.8261 -5.3644 4.4495
C -1.3463 -5.4430 5.9043
O -2.1604 -6.5543 6.2690
C -2.6062 -6.5352 7.6166
N -0.2397 -4.1375 4.0954
H 0.8053 -6.7603 4.7419
H 0.4037 -6.4365 3.0094
H -0.5969 -7.3881 4.0966
H -1.7445 -5.1692 3.8958
H -1.9187 -4.5726 6.2249
H -0.4600 -5.5074 6.5356
H -3.3193 -7.3399 7.7953
H -3.0775 -5.6514 8.0464
H -1.7053 -6.6969 8.2085
H 0.7679 -4.1171 4.0278
H -0.6125 -3.8284 3.2092
C 1.3502 -1.4921 1.6742
C 2.1388 -0.8098 0.5182
C 1.2343 -0.2372 -0.6218
O 0.1613 0.6221 -0.1650
C -0.8672 0.8421 -1.1384
N 2.9601 0.3223 0.9671
H 0.4408 -1.0024 2.0226
H 1.8675 -1.6106 2.6262
H 1.1198 -2.5258 1.4165
H 2.8873 -1.4771 0.0910
H 0.7564 -1.1116 -1.0635
H 1.7380 0.1962 -1.4858
H -1.3839 -0.1030 -1.3056
H -0.6375 1.2896 -2.1054
H -1.6913 1.3339 -0.6217
H 3.2965 0.7174 0.1006
H 2.3228 1.0536 1.2486
C -0.2011 0.4750 -4.7740
O -1.3008 0.0846 -4.4542
N 0.0478 1.3882 -5.6959
N 0.8458 -0.0315 -4.2343
H 0.9333 1.8695 -5.7604
H -0.6713 2.0007 -6.0534
H 0.6535 -0.7234 -3.5240
H 1.7446 0.1790 -4.6441
C 3.9373 -0.3870 4.7775
O 4.4035 -0.4968 5.8811
N 4.5156 -0.6239 3.6651
N 2.7977 0.1313 4.5024
H 5.4793 -0.9234 3.7072
H 4.1545 -0.2323 2.8070
H 2.5148 0.0904 3.5337
H 2.1927 0.2894 5.2956
C 0.7189 2.7181 2.6888
O 1.7408 2.9485 2.0837
N 0.2831 3.5584 3.5606
N -0.0782 1.7196 2.5035
H 0.8208 4.3687 3.8334
H -0.6196 3.4665 4.0042
H -0.9016 1.7472 3.0878
H 0.0412 1.1284 1.6934
C -2.2275 -3.2882 1.2266
O -1.2605 -4.0391 1.4054
N -2.6503 -2.7841 0.1361
N -3.0585 -2.8456 2.1311
H -3.5787 -2.3947 0.2159
H -2.1815 -3.0882 -0.7053
H -3.0488 -3.1518 3.0936
H -3.7649 -2.1502 1.9377
C 5.5378 -0.1425 -1.1082
O 4.5822 0.4336 -1.5649
N 5.6614 -0.7182 0.0269
N 6.7269 -0.1851 -1.6945
H 4.8570 -0.3582 0.5201
H 6.5953 -0.6367 0.4027
H 7.4285 -0.7153 -1.1978
H 6.8597 0.0023 -2.6781